# 1
{
  "formula": "C4H9NOS",
  "method": "the ωB97M-V functional and the def2-TZVPD basis",
  "gap_ev": 4.251,
  "de_lowest_kj_mol": 823.00,
  "energy_ha": -685.70548,
  "homo_energy_ev": -7.6,
  "species": ["O", "C", "C", "C", "C", "S", "N", "H", "H", "H", "H", "H", "H", "H", "H", "H"],
  "coordinates": [[1.243, 2.074, -0.006], [0.805, 1.175, -0.718], [-0.481, 1.168, -1.301], [-0.496, 0.588, 2.158], [-0.143, -0.686, 1.790], [0.806, -2.453, -0.519], [-0.901, 0.028, -1.892], [1.465, 0.364, -1.047], [-1.237, 1.943, -1.229], [-0.714, 0.705, 3.219], [-0.314, 1.471, 1.549], [0.811, -1.084, 2.143], [-0.703, -1.271, 1.072], [1.815, -3.220, -0.915], [-1.315, 0.060, -2.811], [-0.642, -0.863, -1.495]],
  "mulliken_charge": [-0.463, -0.233, 0.241, -0.485, -0.427, -0.553, -0.140, 0.329, 0.397, 0.254, 0.113, 0.264, 0.355, 0.033, 0.242, 0.074]
}

---

# 2
{
  "formula": "C4H16O3",
  "method": "the ωB97M-V functional and the def2-TZVPD basis",
  "smiles": "CC(C)C.O.O.O",
  "gap_ev": 11.410,
  "de_lowest_kj_mol": 214.63,
  "energy_ha": -387.64104,
  "homo_energy_ev": -10.7,
  "species": ["C", "C", "C", "C", "H", "H", "H", "H", "H", "H", "H", "H", "H", "H", "H", "H", "O", "H", "H", "O", "H", "H", "O"],
  "coordinates": [[0.831, 1.682, -0.753], [0.295, 0.228, -0.479], [-0.217, -0.419, -1.794], [1.206, -0.607, 0.379], [1.491, 2.076, 0.150], [1.456, 1.978, -1.664], [0.030, 2.375, -0.835], [-0.521, 0.453, 0.282], [-0.735, -1.302, -1.574], [0.668, -0.714, -2.467], [-0.814, 0.412, -2.177], [1.194, -0.093, 1.421], [1.079, -1.657, 0.367], [2.165, -0.754, -0.035], [-0.648, 1.415, 6.227], [0.547, 0.371, 6.074], [-0.049, 0.915, 5.672], [-4.471, 0.056, 1.530], [-2.996, 0.238, 2.179], [-3.872, 0.583, 2.003], [1.432, -2.898, -5.231], [1.667, -1.599, -5.983], [2.141, -2.206, -5.473]],
  "mulliken_charge": [-1.286, 1.099, -1.295, -1.448, 0.285, 0.287, 0.405, -0.116, 0.405, 0.258, 0.363, 0.263, 0.413, 0.378, 0.321, 0.301, -0.622, 0.310, 0.322, -0.636, 0.326, 0.307, -0.641]
}

---

# 3
{
  "formula": "C9H26FN2O10P3S",
  "method": "the ωB97M-V functional and the def2-TZVPD basis",
  "smiles": "C=CCN([PH2]=N)S(=O)(=O)F.COP(=O)(OC)OC.COP(=O)(OC)OC",
  "gap_ev": 7.452,
  "energy_ha": -2742.46512,
  "homo_energy_ev": -8.4,
  "species": ["C", "C", "C", "N", "P", "N", "S", "O", "O", "F", "H", "H", "H", "H", "H", "H", "H", "H", "C", "O", "P", "O", "O", "C", "O", "C", "H", "H", "H", "H", "H", "H", "H", "H", "H", "C", "O", "P", "O", "O", "C", "O", "C", "H", "H", "H", "H", "H", "H", "H", "H", "H"],
  "coordinates": [[-1.122, 1.595, 3.352], [-0.939, 2.599, 2.480], [0.268, 2.655, 1.570], [0.832, 4.036, 1.576], [1.271, 4.558, -0.015], [2.528, 3.921, -0.644], [1.966, 4.263, 2.753], [1.572, 3.516, 3.891], [3.294, 4.114, 2.293], [1.693, 5.764, 3.057], [-1.455, 1.762, 4.370], [-0.993, 0.573, 3.000], [-1.673, 3.390, 2.358], [1.007, 1.918, 1.866], [-0.016, 2.430, 0.536], [0.135, 4.337, -0.811], [1.383, 5.945, 0.147], [2.354, 3.438, -1.521], [2.203, -1.015, -3.876], [1.945, -0.169, -5.014], [1.344, 1.264, -4.666], [1.843, 1.759, -3.386], [-0.218, 0.782, -4.550], [-0.753, -0.336, -5.254], [1.027, 2.524, -5.589], [0.784, 2.355, -6.998], [2.363, -2.013, -4.277], [3.098, -0.688, -3.354], [1.351, -1.016, -3.198], [-0.838, -1.192, -4.582], [-0.144, -0.622, -6.110], [-1.749, -0.065, -5.601], [-0.144, 1.804, -7.160], [1.612, 1.839, -7.483], [0.690, 3.347, -7.428], [-4.120, -4.123, 3.773], [-2.784, -4.194, 4.290], [-1.707, -3.196, 3.581], [-2.539, -2.045, 3.180], [-1.401, -4.293, 2.391], [-1.310, -5.697, 2.637], [-0.233, -2.520, 3.336], [0.960, -3.083, 3.910], [-4.632, -5.001, 4.164], [-4.624, -3.228, 4.124], [-4.111, -4.146, 2.685], [-2.234, -6.188, 2.329], [-1.124, -5.929, 3.684], [-0.488, -6.086, 2.036], [1.172, -4.061, 3.471], [0.876, -3.174, 4.993], [1.777, -2.406, 3.682]],
  "mulliken_charge": [-0.740, -0.223, -0.617, 0.090, 0.155, -0.637, 0.989, -0.517, -0.504, -0.204, 0.269, 0.255, 0.329, 0.357, 0.492, 0.115, 0.072, 0.347, -0.629, -0.333, 0.898, -0.585, -0.310, -0.728, -0.251, -0.640, 0.233, 0.278, 0.326, 0.271, 0.355, 0.267, 0.274, 0.290, 0.255, -0.645, -0.426, 1.140, -0.662, -0.346, -0.739, -0.215, -0.684, 0.249, 0.261, 0.332, 0.263, 0.348, 0.286, 0.283, 0.325, 0.232]
}

---

# 4
{
  "formula": "C29H32IN5S4Y",
  "method": "the ωB97M-V functional and the def2-TZVPD basis",
  "gap_ev": 6.198,
  "de_lowest_kj_mol": 106.21,
  "charge": 1,
  "energy_ha": -3326.81380,
  "homo_energy_ev": -10.0,
  "species": ["Y", "S", "C", "C", "C", "C", "C", "C", "S", "C", "C", "C", "C", "C", "C", "C", "S", "C", "C", "C", "C", "C", "C", "S", "N", "H", "H", "H", "H", "H", "H", "H", "H", "H", "H", "H", "H", "H", "H", "H", "I", "C", "C", "C", "C", "C", "N", "H", "H", "H", "H", "C", "N", "C", "C", "N", "N", "C", "C", "H", "H", "H", "H", "H", "H", "H", "H", "H", "H", "H", "H", "H"],
  "coordinates": [[0.752, 0.345, 0.086], [3.107, 0.676, 1.266], [3.264, -0.725, 2.324], [3.848, -0.562, 3.587], [3.967, -1.623, 4.469], [3.520, -2.889, 4.110], [2.970, -3.082, 2.855], [2.831, -2.009, 1.978], [2.179, -2.284, 0.345], [0.678, -3.254, 0.714], [-0.353, -3.019, -0.347], [-0.660, -4.004, -1.272], [-1.704, -3.787, -2.157], [-2.445, -2.626, -2.038], [-2.078, -1.685, -1.082], [-2.992, -0.515, -0.827], [-2.128, 0.980, -0.286], [-2.667, 1.318, 1.487], [-3.536, 2.532, 1.279], [-4.824, 2.580, 1.601], [-5.468, 1.440, 2.217], [-4.801, 0.297, 2.456], [-3.402, 0.120, 2.136], [-2.693, -1.307, 2.499], [-0.999, -1.840, -0.308], [4.204, 0.425, 3.856], [4.417, -1.463, 5.440], [3.618, -3.722, 4.793], [2.665, -4.076, 2.549], [0.300, -2.913, 1.677], [0.933, -4.309, 0.769], [-0.095, -4.927, -1.285], [-1.959, -4.529, -2.902], [-3.315, -2.454, -2.658], [-3.712, -0.801, -0.061], [-3.547, -0.256, -1.726], [-3.044, 3.371, 0.798], [-5.405, 3.470, 1.395], [-6.512, 1.514, 2.494], [-5.297, -0.543, 2.920], [0.514, 3.226, -0.271], [-1.449, 1.672, 2.358], [-1.544, 2.749, 3.220], [-0.553, 2.953, 4.169], [0.472, 2.036, 4.265], [0.513, 1.004, 3.346], [-0.393, 0.839, 2.375], [-2.390, 3.417, 3.160], [-0.604, 3.804, 4.836], [1.242, 2.120, 5.020], [1.308, 0.275, 3.384], [2.189, 2.903, -3.756], [2.348, 1.601, -3.121], [3.422, 1.524, -2.144], [1.422, 0.630, -3.236], [1.102, -0.152, -2.212], [0.813, 0.491, -4.442], [1.497, 0.760, -5.703], [-0.444, -0.224, -4.552], [2.242, 3.672, -2.984], [1.218, 2.978, -4.237], [2.975, 3.091, -4.492], [4.355, 1.824, -2.628], [3.533, 0.507, -1.782], [3.247, 2.193, -1.300], [0.667, -1.000, -2.556], [2.560, 0.896, -5.529], [1.099, 1.645, -6.202], [1.366, -0.096, -6.365], [-0.300, -1.304, -4.670], [-0.982, 0.142, -5.425], [-1.062, -0.041, -3.673]],
  "mulliken_charge": [0.074, -0.394, -0.190, -0.491, -0.589, -0.773, -0.458, 0.973, -0.059, -0.923, 0.106, -0.678, -0.829, -0.943, 0.613, -1.158, 0.013, 2.718, -1.251, -0.524, -0.637, -0.537, -0.187, -0.171, 0.777, 0.491, 0.392, 0.412, 0.374, 0.403, 0.618, 0.513, 0.455, 0.551, 0.506, 0.652, 0.596, 0.464, 0.399, 0.480, -0.344, -0.233, -1.035, -0.782, -0.711, -0.591, 0.025, 0.590, 0.452, 0.496, 0.579, -1.219, 0.317, -1.200, 0.762, -0.040, 0.078, -1.233, -1.152, 0.395, 0.368, 0.335, 0.340, 0.404, 0.293, 0.079, 0.387, 0.343, 0.447, 0.357, 0.450, 0.253]
}

---

# 5
{
  "formula": "C7H7Cl2PS",
  "method": "the ωB97M-V functional and the def2-TZVPD basis",
  "smiles": "C=C1C=CC=C[C@@H]1SP(Cl)Cl",
  "gap_ev": 7.821,
  "de_lowest_kj_mol": 53.31,
  "energy_ha": -1930.84035,
  "homo_energy_ev": -8.1,
  "species": ["C", "C", "C", "C", "C", "C", "C", "P", "S", "Cl", "Cl", "H", "H", "H", "H", "H", "H", "H"],
  "coordinates": [[-2.008, 0.024, -0.126], [-1.282, 0.638, -1.070], [-1.535, -0.306, 1.183], [0.105, 1.003, -0.724], [-0.310, 0.034, 1.522], [0.516, 0.772, 0.671], [1.631, 1.356, 1.179], [0.942, -2.079, -1.001], [1.187, -0.112, -1.916], [2.778, -2.777, -0.808], [0.343, -3.260, -2.561], [-3.135, -0.078, -0.358], [-1.793, 0.828, -2.063], [-2.123, -0.777, 1.858], [0.294, 1.972, -1.185], [0.193, -0.233, 2.464], [2.417, 1.739, 0.590], [1.780, 1.255, 2.344]],
  "mulliken_charge": [-0.141, -0.684, -0.685, 0.067, -0.354, 0.553, -1.019, 0.502, -0.148, -0.197, -0.233, 0.235, 0.284, 0.539, 0.466, 0.271, 0.348, 0.197]
}

---

Please write out number 2 again, unchanged.
{
  "formula": "C4H16O3",
  "method": "the ωB97M-V functional and the def2-TZVPD basis",
  "smiles": "CC(C)C.O.O.O",
  "gap_ev": 11.410,
  "de_lowest_kj_mol": 214.63,
  "energy_ha": -387.64104,
  "homo_energy_ev": -10.7,
  "species": ["C", "C", "C", "C", "H", "H", "H", "H", "H", "H", "H", "H", "H", "H", "H", "H", "O", "H", "H", "O", "H", "H", "O"],
  "coordinates": [[0.831, 1.682, -0.753], [0.295, 0.228, -0.479], [-0.217, -0.419, -1.794], [1.206, -0.607, 0.379], [1.491, 2.076, 0.150], [1.456, 1.978, -1.664], [0.030, 2.375, -0.835], [-0.521, 0.453, 0.282], [-0.735, -1.302, -1.574], [0.668, -0.714, -2.467], [-0.814, 0.412, -2.177], [1.194, -0.093, 1.421], [1.079, -1.657, 0.367], [2.165, -0.754, -0.035], [-0.648, 1.415, 6.227], [0.547, 0.371, 6.074], [-0.049, 0.915, 5.672], [-4.471, 0.056, 1.530], [-2.996, 0.238, 2.179], [-3.872, 0.583, 2.003], [1.432, -2.898, -5.231], [1.667, -1.599, -5.983], [2.141, -2.206, -5.473]],
  "mulliken_charge": [-1.286, 1.099, -1.295, -1.448, 0.285, 0.287, 0.405, -0.116, 0.405, 0.258, 0.363, 0.263, 0.413, 0.378, 0.321, 0.301, -0.622, 0.310, 0.322, -0.636, 0.326, 0.307, -0.641]
}